1.
Density functional theory data (wB97M-V/def2-TZVPD) for the molecule C6H9Cl2N3O4 at a distorted geometry.

The geometry in XYZ format:
```
24
Properties=species:S:1:pos:R:3:forces:R:3
C 0.6702 -1.9676 -0.3814 -2.2 -0.8 -0.5
C 2.0096 -2.0324 -0.5215 -1.9 1.3 0.4
C 1.5516 -0.0315 0.6454 -4.0 -1.6 -1.4
C -0.9725 -0.3100 0.8336 0.6 1.1 -3.7
C -2.9598 0.9496 0.2450 0.0 1.4 -1.2
C -1.5602 0.6449 -0.3241 0.1 0.2 1.5
N 0.2558 -0.7778 0.2977 4.8 -1.4 0.9
N 2.4975 -0.9454 0.2367 3.5 1.0 0.8
N 1.4865 1.1239 -0.5099 0.8 -0.1 1.4
O 1.9133 2.1931 -0.1356 -0.2 0.9 -0.6
O 1.1784 0.7693 -1.6171 0.2 0.7 -0.1
O 1.6586 0.5314 1.8849 0.5 2.6 -1.5
O -1.6011 0.0404 -1.5935 0.3 -0.2 -0.3
Cl -4.2587 -0.2383 0.0899 0.3 -0.6 0.1
Cl 4.1008 -0.0889 0.0170 -1.8 -1.6 -0.1
H -0.1281 -2.7368 -0.7691 1.8 1.8 0.9
H 2.6013 -2.6372 -1.1386 0.8 -0.7 -0.3
H -0.6838 0.3343 1.6628 -0.9 -0.6 0.7
H -1.6560 -1.1531 0.8175 -0.3 0.1 1.2
H -2.8960 1.3141 1.2603 0.2 -0.5 0.5
H -3.3517 1.7968 -0.2691 -0.3 0.7 -0.6
H -0.9966 1.6533 -0.3671 -0.8 -1.4 0.2
H 1.8811 1.5486 1.7357 -0.5 -2.7 0.2
H -0.7401 0.0191 -2.0996 -1.1 0.4 1.5
```
Positions in Å, forces in eV/Å.

## Properties
HOMO level, eV: -7.951

Results of the Löwdin charge analysis, in e, for atoms 1 through 8: C -0.06; C -0.12; C -0.53; C -0.10; C -0.57; C -0.41; N -0.05; N -0.33

2.
Density functional theory data (wB97M-V/def2-TZVPD) for an isolated ion of composition C4H8N and charge +1 at a distorted geometry.

The geometry in XYZ format:
```
13
Properties=species:S:1:pos:R:3:forces:R:3
C 1.2678 -1.0000 -0.8063 -0.4 0.0 -0.1
C -0.0093 -0.3676 -0.3060 1.2 -0.8 1.0
C -1.2039 -0.6454 -0.7658 -0.5 -0.5 -0.6
C -0.4603 1.5929 0.9551 -2.0 0.8 0.9
N 0.1602 0.4958 0.8482 -0.1 0.6 -0.1
H 2.1770 -0.6082 -0.3602 0.0 0.4 -0.2
H 1.3192 -2.0747 -0.6401 -0.4 0.0 0.1
H 1.2181 -0.8507 -1.8777 0.6 0.0 -0.3
H -2.1718 -0.4362 -0.3370 0.1 0.4 0.1
H -1.2071 -1.2594 -1.6577 -0.2 -0.1 0.0
H -0.4570 2.2768 1.7980 1.0 -0.4 0.3
H -1.2958 1.8524 0.3204 0.4 -0.2 -1.0
H 0.8323 0.2898 1.5856 0.2 -0.3 -0.3
```
Positions in Å, forces in eV/Å.

## Properties
Total charge: +1
HOMO level, eV: -14.875

Results of the Löwdin charge analysis, in e, for atoms 1 through 8: C -0.01; C -0.33; C 0.12; C 0.18; N 0.11; H 0.09; H 0.10; H 0.10

Question: What is the HOMO level in the first record?
Answer: -7.951 eV

Question: HOMO level of number 2 (C4H8N)?
Answer: -14.875 eV

Question: Which formula does entry 1 have?
Answer: C6H9Cl2N3O4